(1)
A cluster of 2 separate species, CH6S2 in total, computed with ωB97M-V/def2-TZVPD.

Geometry as ORCA input:
```
! RIJCOSX wB97M-V def2-TZVPD def2/J DEFGRID3
* xyz 0 1
S 0.2341 -0.3351 0.5670
S 2.0810 -0.4558 -0.5278
C -3.8455 1.4887 0.0151
H -4.8985 1.7312 -0.0883
H -0.6853 -0.3474 -0.4041
H -3.1170 2.4549 0.0081
H -3.4428 0.9056 -0.8044
H 2.0629 -1.8368 -0.3191
H -3.8874 0.8145 0.8893
*
```

The SMILES is SS.C. The calculation puts the energy at -22804.0453 eV. The frontier orbital gap is 9.74 eV. The calculation puts the strongest force on any atom at 3.1 eV/A.

---

(2)
A cluster of 2 separate species, CH6SSi in total, computed with ωB97M-V/def2-TZVPD.

Geometry as ORCA input:
```
! RIJCOSX wB97M-V def2-TZVPD def2/J DEFGRID3
* xyz 0 1
S -2.1370 -0.1534 -0.1475
Si -0.1440 0.7097 -0.0425
C 1.0037 -0.8827 -0.0290
H -0.3270 1.4853 1.2651
H 0.7509 1.8893 -1.6448
H 0.8423 -1.6575 0.7417
H -2.7836 0.7732 0.7257
H 2.0152 -0.6435 0.0012
H 0.7797 -1.5205 -0.8699
*
```

The calculation puts the energy at -19845.3150 eV. The frontier orbital gap is 9.48 eV. The calculation puts the strongest force on any atom at 3.3 eV/A.

---

(3)
A cluster of 2 separate species, CH7N2O in total, computed with ωB97M-V/def2-TZVPD.

Geometry as ORCA input:
```
! RIJCOSX wB97M-V def2-TZVPD def2/J DEFGRID3
* xyz -1 1
O -0.4310 2.5906 -0.2633
N 0.1206 -1.2595 1.0264
N 0.2876 0.1693 -0.9935
C -0.4541 -0.7995 -0.2301
H 0.0283 2.4192 0.5643
H 0.8614 -1.9140 0.8642
H -0.6367 -1.6829 -0.8494
H -1.3966 -0.3215 0.0259
H 0.3945 -0.4803 1.5938
H 1.2848 0.0662 -0.8981
H -0.0589 1.2124 -0.8402
*
```

The calculation puts the energy at -6177.8204 eV. The frontier orbital gap is 7.32 eV. The calculation puts the strongest force on any atom at 1.0 eV/A.

---

Quick rundown of highest occupied orbital energy, same order as above: -9.681, -9.356, -2.762 eV
Quick rundown of relative energy (zero: lowest compared OMol25 entry of this formula, charge and spin), same order as above: 13.5, 46.9, 11.9 kcal per mole